This record from the Open Molecules 2025 dataset describes a structure of composition C52H63O4TeTl. The level of theory is ωB97M-V/def2-TZVPD.

Output
F_max: 0.0057 hartree/bohr
Frontier orbital gap: 6.25 eV
HOMO level: -6.7 eV

XYZ file:
```
121
Properties=species:S:1:pos:R:3:forces:R:3:lowdin_charge:R:1
Tl -0.788 -4.412 -0.601 0.01 0.07 0.00 0.9729
C 0.552 -4.604 2.943 -0.04 0.03 -0.10 -0.0560
O 0.318 -3.620 1.942 -0.04 -0.12 -0.08 -0.2510
C 0.336 -2.328 2.458 0.00 -0.12 0.09 -0.1860
C -0.823 -1.780 2.995 -0.02 0.04 -0.02 -0.1000
C -2.185 -2.448 2.914 -0.05 0.03 -0.01 -0.0687
C -3.084 -1.690 1.962 0.01 0.09 0.14 -0.1310
C -3.901 -0.663 2.407 -0.01 0.00 0.02 -0.0038
C -4.637 0.147 1.539 0.06 -0.03 0.01 -0.1775
C -4.503 -0.116 0.179 -0.02 0.00 0.00 0.0018
C -3.700 -1.143 -0.307 0.01 0.07 0.02 -0.1348
C -3.469 -1.316 -1.790 -0.01 0.02 0.00 -0.0688
C -2.221 -0.561 -2.214 -0.06 0.07 0.11 -0.1004
C -2.214 0.825 -2.140 0.00 0.07 0.02 0.0307
C -1.080 1.589 -2.408 -0.06 -0.05 0.00 -0.1484
C 0.079 0.912 -2.761 0.08 0.02 0.05 0.0320
C 0.130 -0.477 -2.830 -0.03 0.04 0.05 -0.1016
C 1.456 -1.182 -3.053 0.01 0.11 0.08 -0.0606
C 2.352 -0.943 -1.853 0.04 0.10 -0.16 -0.1316
C 3.133 0.215 -1.810 0.03 0.00 -0.04 0.0180
C 3.859 0.584 -0.688 -0.02 0.00 -0.02 -0.1521
C 3.747 -0.232 0.439 0.04 0.02 0.00 0.0173
C 2.991 -1.394 0.443 0.02 0.04 0.05 -0.1373
C 2.773 -2.156 1.733 -0.04 0.04 -0.03 -0.0682
C 1.541 -1.624 2.447 0.02 0.06 -0.05 -0.1059
C 1.572 -0.368 3.033 0.02 0.04 -0.02 0.0225
C 0.443 0.212 3.609 0.04 -0.04 -0.01 -0.1488
C -0.737 -0.515 3.572 -0.04 0.06 -0.03 0.0396
C 0.532 1.616 4.207 0.01 -0.04 0.02 -0.5516
C -0.808 2.091 4.768 -0.04 0.01 0.00 -0.0634
C 0.966 2.596 3.108 0.03 0.04 -0.04 -0.0383
C 1.568 1.629 5.339 0.03 0.00 0.02 -0.0466
C 2.349 -1.772 -0.740 -0.10 -0.12 0.04 -0.2981
O 1.687 -2.992 -0.797 -0.11 0.27 0.02 -0.6094
C 4.722 1.846 -0.644 -0.01 -0.03 0.01 -0.5551
C 4.191 2.783 0.450 -0.02 0.02 0.04 -0.0458
C 4.703 2.603 -1.972 -0.01 0.03 -0.05 -0.0644
C 6.174 1.468 -0.324 0.03 -0.02 0.00 -0.0465
C -1.035 -1.192 -2.577 0.08 -0.08 -0.09 -0.1879
O -1.004 -2.577 -2.702 -0.04 -0.14 -0.02 -0.2638
C -1.294 -3.003 -4.028 0.02 -0.03 0.08 -0.0570
C -1.134 3.106 -2.235 -0.02 -0.03 -0.03 -0.5517
C -2.203 3.699 -3.163 -0.01 0.01 0.00 -0.0460
C 0.207 3.767 -2.555 0.05 0.02 -0.01 -0.0675
C -1.491 3.425 -0.776 -0.02 0.02 0.04 -0.0384
C -2.999 -1.973 0.585 0.04 -0.13 -0.05 -0.3096
O -2.291 -2.993 0.160 -0.02 0.15 -0.03 -0.3350
C -5.501 1.278 2.097 0.02 -0.02 0.00 -0.5618
C -6.197 2.071 0.991 -0.01 0.01 -0.05 -0.0720
C -4.620 2.251 2.895 0.03 0.00 0.02 -0.0530
C -6.580 0.704 3.027 -0.03 -0.03 0.02 -0.0520
H -0.207 -4.551 3.725 -0.03 0.00 0.04 0.0979
H 1.538 -4.470 3.394 0.05 0.01 0.03 0.0978
H 0.505 -5.578 2.455 0.00 0.01 0.00 0.0918
H -2.638 -2.449 3.908 0.02 -0.01 0.04 0.1248
H -2.083 -3.479 2.581 -0.01 -0.01 -0.02 0.1061
H -3.961 -0.485 3.479 0.01 -0.01 -0.05 0.1104
H -5.039 0.492 -0.543 0.03 -0.03 0.02 0.1010
H -4.328 -0.924 -2.339 0.00 0.01 -0.03 0.1243
H -3.366 -2.374 -2.023 0.01 -0.04 -0.01 0.1084
H -3.130 1.317 -1.828 0.04 -0.02 0.00 0.1130
H 0.990 1.466 -2.954 -0.05 -0.04 0.03 0.0978
H 1.951 -0.784 -3.942 -0.05 0.01 0.00 0.1287
H 1.288 -2.242 -3.211 0.01 -0.04 0.02 0.0888
H 3.167 0.831 -2.700 -0.03 -0.04 0.04 0.1050
H 4.267 0.042 1.351 -0.03 -0.01 -0.02 0.1150
H 3.651 -2.035 2.369 0.01 0.03 0.05 0.1284
H 2.649 -3.219 1.541 0.02 -0.06 -0.02 0.0754
H 2.509 0.181 3.022 -0.03 -0.02 -0.03 0.1107
H -1.647 -0.091 3.978 0.02 -0.01 -0.03 0.1024
H -1.574 2.144 3.991 0.03 -0.01 0.03 0.0743
H -0.689 3.092 5.189 0.00 -0.02 -0.01 0.0865
H -1.169 1.435 5.564 0.02 0.02 -0.02 0.0895
H 0.261 2.578 2.273 0.02 0.00 0.05 0.0821
H 1.954 2.347 2.717 -0.02 0.00 -0.01 0.0628
H 1.008 3.615 3.504 0.00 -0.03 -0.01 0.0879
H 1.279 0.940 6.137 0.01 0.03 -0.03 0.0902
H 1.650 2.633 5.765 0.00 -0.04 -0.02 0.0843
H 2.557 1.334 4.982 -0.04 0.02 0.02 0.0758
H 3.146 3.046 0.264 0.04 0.00 0.00 0.0851
H 4.780 3.704 0.479 -0.03 -0.05 0.00 0.0872
H 4.248 2.317 1.435 -0.01 0.02 -0.01 0.0718
H 3.696 2.945 -2.229 0.05 -0.02 0.02 0.0772
H 5.078 1.988 -2.794 -0.01 0.03 0.04 0.0875
H 5.342 3.485 -1.896 -0.02 -0.03 0.00 0.0868
H 6.256 0.966 0.643 -0.01 0.01 -0.04 0.0779
H 6.800 2.365 -0.291 -0.03 -0.05 0.00 0.0850
H 6.577 0.796 -1.086 -0.02 0.03 0.03 0.0895
H -2.279 -2.647 -4.341 -0.02 0.01 0.00 0.1004
H -1.285 -4.092 -4.025 0.00 0.00 0.00 0.0896
H -0.539 -2.632 -4.726 0.02 0.00 -0.03 0.0947
H -1.978 3.475 -4.209 0.00 0.01 0.03 0.0896
H -2.245 4.786 -3.046 0.00 -0.04 0.00 0.0840
H -3.194 3.299 -2.939 0.03 0.01 -0.01 0.0769
H 0.517 3.580 -3.587 -0.02 0.01 0.04 0.0886
H 0.998 3.413 -1.887 -0.04 0.01 -0.03 0.0737
H 0.121 4.848 -2.423 0.00 -0.02 0.00 0.0858
H -2.466 3.017 -0.501 0.04 0.00 -0.01 0.0726
H -1.521 4.508 -0.622 0.00 -0.03 0.00 0.0867
H -0.750 2.999 -0.095 -0.02 0.01 -0.03 0.0806
H -5.474 2.537 0.315 -0.03 -0.02 0.03 0.0783
H -6.799 2.867 1.435 0.01 -0.02 -0.02 0.0829
H -6.862 1.439 0.398 0.02 0.02 0.03 0.0859
H -3.838 2.673 2.257 -0.03 -0.01 0.02 0.0822
H -4.132 1.747 3.733 -0.02 0.03 -0.03 0.0678
H -5.220 3.072 3.299 0.03 -0.03 -0.02 0.0833
H -7.223 0.006 2.485 0.02 0.03 0.02 0.0890
H -7.204 1.507 3.432 0.03 -0.03 -0.02 0.0813
H -6.136 0.167 3.867 -0.01 0.02 -0.04 0.0758
Te 2.874 -4.551 -1.138 0.12 -0.14 0.19 1.4151
C 3.114 -4.131 -3.163 0.03 0.02 -0.16 -0.5550
C 2.273 -4.720 -4.107 0.03 0.04 -0.03 -0.1455
C 2.373 -4.356 -5.443 -0.01 0.00 0.01 -0.0817
C 3.301 -3.398 -5.833 -0.01 0.01 -0.01 -0.0756
C 4.138 -2.809 -4.895 0.00 -0.02 0.03 -0.0775
C 4.053 -3.179 -3.559 0.00 -0.04 -0.06 -0.1428
H 1.535 -5.449 -3.794 0.02 0.01 0.00 0.0950
H 1.722 -4.814 -6.179 0.03 0.02 0.03 0.1069
H 3.371 -3.108 -6.874 0.00 -0.01 0.02 0.1057
H 4.859 -2.061 -5.202 -0.02 -0.02 0.01 0.1083
H 4.698 -2.718 -2.823 0.00 -0.01 -0.01 0.1005
```
Forces are in eV/Å.